DFT (ωB97M-V with the def2-TZVPD basis set) results for C3H8N2OS2 in the gas phase.

Element x y z (Å)
C 0.30264 -1.11532 0.35685
C 1.50693 0.95295 -0.54557
C 0.91905 0.19051 0.70352
N 0.91818 -2.16891 0.49258
N -1.49722 0.91635 -1.47921
O -0.84950 -1.19660 -0.48018
S -2.36723 0.39606 1.46092
S -2.10287 -0.17166 -0.67371
H 0.77932 1.07007 -1.25021
H 2.19279 0.35343 -0.92545
H 1.95258 1.97828 -0.21390
H 1.76422 0.11626 1.42263
H 0.20189 0.89121 1.09511
H 0.49639 -2.97028 0.06211
H -2.14663 1.50070 -2.00578
H -2.07054 -0.74304 1.98030

Results
Max |F|, Eh/bohr: 0.09800
HOMO, Eh: -0.33971
LUMO energy, eV: 0.24
Relative energy (zero: lowest compared OMol25 entry of this formula, charge and spin), kcal/mol: 79.0
Orbital gap, Eh: 0.34865